# C60H157N7O19

A 15-piece molecular cluster, C60H157N7O19 overall (ωB97M-V/def2-TZVPD, OMol25).

Each line ends with the Mulliken charge.
CARTESIAN COORDINATES (ANGSTROEM)
C -1.2169 3.4940 8.8637  -1.168
C -2.0116 2.2163 9.0210  0.570
C -1.1253 0.9934 9.2424  -1.316
O -2.8812 2.4142 10.1267  -0.556
H -0.4731 3.5975 9.6538  0.314
H -1.8294 4.3866 8.9910  0.315
H -0.6546 3.4111 7.9336  0.320
H -2.5618 1.9268 8.1257  0.213
H -0.3360 0.9547 8.4916  0.320
H -1.7707 0.1150 9.2465  0.310
H -0.6091 0.9724 10.2022  0.358
H -3.7440 2.6782 9.7989  0.321
C 4.7469 0.8422 8.4043  -1.275
C 6.1663 0.2761 8.2702  0.519
C 7.1594 1.1197 9.0285  -1.330
O 6.2487 -1.0384 8.6657  -0.523
H 4.3941 0.8246 9.4354  0.354
H 4.0497 0.3509 7.7255  0.277
H 4.7293 1.9187 8.2339  0.361
H 6.4338 0.3102 7.2141  0.213
H 7.0554 1.0873 10.1131  0.371
H 7.0492 2.1987 8.9203  0.347
H 8.1799 0.8258 8.7828  0.328
H 6.0784 -1.0350 9.6105  0.357
C 1.3413 6.3464 -0.4336  -1.237
C 0.6325 6.1634 -1.7369  0.492
C 0.9240 7.3152 -2.6126  -1.327
O 1.1363 4.9786 -2.2583  -0.452
H 0.9434 7.1005 0.2455  0.391
H 2.3614 6.6873 -0.6102  0.302
H 1.4189 5.4129 0.1237  0.281
H -0.4446 6.0344 -1.6308  0.273
H 0.5648 8.2584 -2.2010  0.378
H 0.5861 7.2482 -3.6467  0.338
H 1.9964 7.4833 -2.7120  0.290
H 2.0593 5.1124 -2.4860  0.258
C -2.7043 7.4390 3.3813  -1.155
C -4.0041 8.2888 3.3260  0.350
C -4.2080 9.0351 4.6152  -1.312
O -3.7621 9.2756 2.3503  -0.569
H -1.8329 8.0038 3.7126  0.315
H -2.4766 7.0109 2.4051  0.315
H -2.9356 6.5582 3.9803  0.330
H -4.8412 7.6656 3.0113  0.296
H -3.4019 9.6123 5.0680  0.349
H -4.4911 8.3793 5.4385  0.370
H -5.0264 9.7417 4.4774  0.361
H -3.1011 9.9065 2.6446  0.350
C 5.5778 -1.6444 2.8896  -1.069
C 6.4659 -2.8838 2.5842  0.440
C 5.7301 -4.1712 2.2838  -1.161
O 7.3152 -2.6272 1.5078  -0.543
H 4.9241 -1.2858 2.0945  0.244
H 6.1850 -0.7897 3.1876  0.319
H 4.8763 -1.8743 3.6916  0.268
H 7.0836 -2.9924 3.4757  0.268
H 5.0397 -3.9715 1.4643  0.294
H 5.1030 -4.4227 3.1391  0.313
H 6.4186 -5.0025 2.1321  0.301
H 6.8149 -2.5919 0.6893  0.329
C 6.2081 -3.0894 -3.8402  -1.340
C 5.0846 -2.0767 -3.6678  0.753
C 3.7646 -2.6492 -4.1862  -1.363
O 5.0093 -1.8891 -2.2418  -0.478
H 6.1047 -3.7480 -4.7025  0.335
H 6.1039 -3.7732 -2.9978  0.350
H 7.2333 -2.7202 -3.8651  0.310
H 5.2862 -1.1095 -4.1281  0.129
H 3.4392 -3.6253 -3.8265  0.322
H 3.7418 -2.7424 -5.2720  0.376
H 2.9892 -1.9273 -3.9295  0.375
H 4.1875 -1.4265 -2.0626  0.219
C -1.7055 -8.6756 0.1268  -1.109
C -0.3115 -8.5585 0.8148  0.588
C 0.6971 -7.6125 0.1504  -1.222
O -0.4929 -8.1079 2.1837  -0.554
H -1.5147 -8.9626 -0.9073  0.250
H -2.2379 -7.7256 0.0799  0.300
H -2.3454 -9.4199 0.6008  0.333
H 0.1445 -9.5422 0.9263  0.153
H 0.3746 -6.5774 0.0377  0.307
H 0.9514 -7.9957 -0.8378  0.275
H 1.6125 -7.5224 0.7353  0.393
H 0.3708 -8.0559 2.5994  0.291
C 4.9462 4.6842 3.6669  -1.098
C 5.9233 5.8800 3.7741  0.588
C 5.5396 7.2134 3.2248  -1.283
O 6.3465 5.8637 5.1329  -0.567
H 4.0283 4.9521 4.1900  0.296
H 5.3667 3.8312 4.1995  0.298
H 4.6833 4.4188 2.6429  0.298
H 6.8066 5.5599 3.2213  0.177
H 5.3792 7.2475 2.1472  0.316
H 6.2962 7.9900 3.3370  0.327
H 4.6628 7.5332 3.7879  0.322
H 6.9375 5.1128 5.2255  0.327
C 5.2832 8.3825 -6.3289  -0.812
O 5.7084 7.2513 -5.5945  -0.264
C 5.0164 6.0958 -5.9811  -0.737
C 5.5690 4.9844 -5.1131  -0.598
N 5.1413 5.0749 -3.7191  -0.204
C 5.6900 4.0351 -2.8559  -0.807
C 7.1525 4.3165 -2.4887  -0.487
O 7.4499 5.7186 -2.2458  -0.329
C 8.7320 5.9002 -1.6324  -0.746
H 4.3092 8.7471 -6.0028  0.306
H 5.1594 8.2270 -7.4006  0.313
H 5.9722 9.2213 -6.2301  0.248
H 5.1655 5.9190 -7.0463  0.442
H 3.9341 6.2128 -5.9267  0.356
H 6.6455 4.9979 -5.2834  0.315
H 5.2578 4.0640 -5.6071  0.444
H 5.5544 5.9197 -3.3507  0.283
H 5.5865 3.0837 -3.3775  0.379
H 5.0974 4.0243 -1.9411  0.311
H 7.8637 3.9244 -3.2157  0.344
H 7.2559 3.7988 -1.5351  0.441
H 9.0222 6.9494 -1.6885  0.257
H 9.5610 5.3316 -2.0538  0.313
H 8.6211 5.6691 -0.5729  0.243
C -9.7281 2.5087 1.9643  -0.750
O -8.3292 2.7137 2.2290  -0.274
C -7.5269 3.1620 1.1296  -0.493
C -6.0016 3.0369 1.5250  -0.842
N -5.4478 1.7667 1.1540  -0.305
C -6.0298 0.6318 1.8796  -0.616
C -5.8194 0.6627 3.4318  -0.317
O -6.2542 -0.5514 3.9920  -0.339
C -5.9977 -0.7659 5.4010  -0.703
H -9.9514 2.4122 0.9018  0.330
H -10.3314 3.2849 2.4352  0.257
H -10.0145 1.5906 2.4773  0.240
H -7.7275 4.2155 0.9349  0.429
H -7.7464 2.6178 0.2110  0.397
H -5.8153 3.3119 2.5632  0.355
H -5.2945 3.7154 1.0476  0.359
H -5.7171 1.5613 0.2025  0.251
H -5.6569 -0.2931 1.4396  0.488
H -7.0961 0.4995 1.6965  0.206
H -6.4316 1.4959 3.7768  0.265
H -4.7433 0.6535 3.6048  0.250
H -4.9683 -0.7282 5.7574  0.265
H -6.3529 -1.7874 5.5363  0.256
H -6.6389 -0.0822 5.9573  0.294
C -4.0129 -5.2843 -2.7097  -0.791
O -3.1849 -6.1341 -3.4695  -0.239
C -2.2179 -5.4178 -4.2425  -0.578
C -1.3150 -6.5183 -4.7670  -0.404
N -2.0750 -7.2643 -5.8564  -0.274
C -1.2293 -8.3182 -6.3871  -0.905
C -0.9481 -9.5118 -5.4071  -0.398
O -2.1875 -10.1622 -5.0224  -0.335
C -2.6621 -11.0483 -6.0003  -0.735
H -4.8110 -4.7553 -3.2305  0.195
H -3.4157 -4.5834 -2.1263  0.344
H -4.5376 -5.8627 -1.9493  0.262
H -1.7261 -4.6188 -3.6877  0.505
H -2.8176 -4.8799 -4.9768  0.188
H -0.9158 -7.0911 -3.9300  0.118
H -0.5241 -5.9764 -5.2856  0.401
H -2.9552 -7.5915 -5.4844  0.352
H -0.2891 -8.0519 -6.8699  0.408
H -1.7733 -8.7501 -7.2271  0.406
H -0.5053 -9.2275 -4.4525  0.230
H -0.2273 -10.2044 -5.8415  0.391
H -3.3688 -11.7691 -5.5891  0.243
H -1.8842 -11.6301 -6.4946  0.313
H -3.0641 -10.3561 -6.7402  0.298
C -6.7518 -4.0898 -6.4655  -0.659
O -6.7099 -2.7869 -7.0125  -0.166
C -7.9402 -2.4167 -7.5901  -0.423
C -7.8983 -0.9363 -7.9167  -0.992
N -7.9954 -0.0184 -6.7788  -0.339
C -6.9014 -0.2194 -5.8101  -0.196
C -6.7752 0.9269 -4.7899  -0.533
O -5.6871 0.6187 -3.9062  -0.288
C -4.4178 0.9380 -4.4373  -0.695
H -7.5388 -4.0990 -5.7114  0.318
H -5.8505 -4.3732 -5.9220  0.061
H -6.9522 -4.8197 -7.2499  0.318
H -8.7907 -2.6544 -6.9513  0.372
H -8.0185 -3.0658 -8.4623  0.459
H -8.6516 -0.6360 -8.6451  0.415
H -7.0338 -0.6807 -8.5294  0.317
H -8.8810 -0.1999 -6.3283  0.289
H -5.9523 -0.2922 -6.3412  0.140
H -7.0370 -1.1805 -5.3141  0.179
H -7.6898 0.8910 -4.1980  0.257
H -6.5773 1.8760 -5.2879  0.335
H -3.6764 0.8708 -3.6412  0.223
H -4.2890 1.9379 -4.8518  0.345
H -4.1641 0.2389 -5.2341  0.263
C -2.5559 -1.2823 -8.5272  -1.312
C -1.0350 -1.6137 -8.9497  0.406
C -0.0822 -1.0601 -7.8869  -0.790
O -0.2625 0.3293 -7.7495  -0.308
C 0.5489 0.9310 -6.7166  -0.810
N -0.9537 -3.0648 -8.9744  -0.736
H -3.1794 -1.4311 -9.4087  0.402
H -2.6165 -0.2457 -8.1958  0.355
H -3.0422 -1.9133 -7.7833  0.273
H -0.7437 -1.1267 -9.8804  0.357
H 0.9178 -1.2280 -8.2868  0.401
H -0.1683 -1.4886 -6.8883  0.328
H 1.5961 0.7510 -6.9598  0.325
H 0.4094 0.5643 -5.6997  0.301
H 0.5811 2.0204 -6.7015  0.302
H -1.3552 -3.3929 -8.1076  0.210
H -1.5723 -3.4042 -9.6970  0.295
C 0.6780 -1.5019 0.5249  -1.483
C 0.2930 -0.1179 0.1391  0.402
C -0.4583 0.5597 1.2709  -0.727
O 0.4461 0.6316 2.4163  -0.174
C -0.1558 0.9905 3.6782  -0.842
N 1.4776 0.5652 -0.3107  -0.640
H 1.2721 -2.0870 -0.1771  0.363
H -0.2393 -2.0819 0.4237  0.380
H 1.1207 -1.5625 1.5191  0.296
H -0.3949 -0.1901 -0.7033  0.341
H -1.3424 -0.0278 1.5187  0.367
H -0.7971 1.5474 0.9580  0.384
H -0.8063 0.1883 4.0266  0.299
H -0.7336 1.9135 3.6303  0.318
H 0.6364 1.2073 4.3948  0.231
H 1.1793 1.4966 -0.5628  0.183
H 2.0811 0.6105 0.4979  0.304
C 1.1101 -4.0281 5.9594  -1.352
C 1.7863 -3.7524 7.3509  0.746
C 0.9661 -4.3704 8.5675  -1.027
O 1.2885 -3.7958 9.8244  -0.284
C 0.4151 -4.2024 10.8695  -0.759
N 3.0700 -4.3619 7.4036  -0.821
H 1.8723 -3.9773 5.1819  0.305
H 0.3234 -3.3494 5.6298  0.347
H 0.5699 -4.9731 5.9011  0.298
H 1.9221 -2.6732 7.4207  0.253
H 1.1424 -5.4460 8.5796  0.392
H -0.1121 -4.2815 8.4348  0.463
H 0.8000 -3.7522 11.7846  0.255
H 0.4818 -5.2851 10.9770  0.321
H -0.6253 -3.8869 10.7913  0.290
H 3.2600 -4.4051 8.3947  0.298
H 3.7277 -3.6459 7.1301  0.276

## Properties
Net charge: 0
Total energy, eV: -114086.341
HOMO level, eV: -8.73
Gap between HOMO and LUMO, eV: 8.842